Entry 1:
Here is 5 unconnected molecules or ions with the total composition C21H54BNO4S from the OMol25 dataset. Energies are from ωB97M-V/def2-TZVPD.

```
82
C21H54BNO4S (ωB97M-V/def2-TZVPD)
C 4.68839 -0.45080 2.98968
C 5.17879 1.00571 2.87644
N 4.63616 1.77306 1.74451
B 3.20518 1.87954 1.62839
C 2.34331 2.80300 2.57202
S 1.16010 1.94874 3.66649
C 0.79163 0.34945 2.90967
C -0.00963 0.39049 1.60422
H 4.02676 -0.56741 3.84465
H 5.55189 -1.08258 3.19638
H 4.24568 -0.82648 2.07247
H 6.25718 0.97609 2.74628
H 4.96620 1.54345 3.79724
H 5.07580 1.51951 0.86970
H 2.64951 1.26464 0.76171
H 2.99794 3.38526 3.21505
H 1.80563 3.49901 1.92812
H 1.67297 -0.27469 2.76929
H 0.18158 -0.15744 3.65343
H 0.64142 0.50125 0.74647
H -0.50748 -0.57490 1.50518
H -0.78140 1.15328 1.65326
C -4.00683 0.84709 0.43329
C -3.30962 0.65602 -0.90157
O -3.09384 -0.70097 -1.24288
C -4.26158 -1.49604 -1.37886
C -5.20462 -1.02049 -2.47018
H -3.47950 0.30519 1.22000
H -4.04329 1.90488 0.69666
H -5.03314 0.47790 0.41047
H -2.31816 1.10910 -0.85376
H -3.85229 1.17093 -1.70293
H -4.78386 -1.57440 -0.41910
H -3.90548 -2.49728 -1.62363
H -5.64839 -0.05248 -2.23079
H -6.01720 -1.73522 -2.60034
H -4.67154 -0.92136 -3.41712
C 7.75600 -4.29830 0.28338
C 8.48566 -3.36820 1.23773
O 7.72646 -3.00361 2.37577
C 7.32706 -4.06616 3.22242
C 8.48563 -4.84115 3.82683
H 6.78720 -3.87949 0.00795
H 8.34542 -4.44552 -0.62190
H 7.57970 -5.27984 0.72599
H 8.70885 -2.43016 0.72892
H 9.44655 -3.79999 1.53929
H 6.64399 -4.74136 2.69474
H 6.75035 -3.59711 4.02019
H 9.04648 -5.39116 3.06964
H 8.11493 -5.56373 4.55414
H 9.17841 -4.16288 4.32640
C -7.79547 6.53366 0.43009
C -7.46626 5.23939 1.15464
O -6.72035 4.31988 0.37798
C -5.44940 4.76598 -0.05621
C -4.49648 5.09922 1.07979
H -8.27857 6.32420 -0.52508
H -8.46540 7.14363 1.03652
H -6.90188 7.12615 0.22765
H -8.39083 4.71915 1.40523
H -6.95452 5.44638 2.10126
H -5.55253 5.61674 -0.73920
H -5.03386 3.94438 -0.64144
H -4.83076 5.96778 1.64901
H -3.50324 5.32158 0.68869
H -4.42366 4.25912 1.77216
C -1.39813 -0.69867 -4.40245
C -1.77819 -2.10869 -3.98800
O -2.68442 -2.74413 -4.87663
C -2.22650 -2.92552 -6.20284
C -0.98466 -3.79437 -6.31317
H -2.29245 -0.09633 -4.57068
H -0.80068 -0.22899 -3.62097
H -0.81157 -0.68624 -5.32334
H -2.28664 -2.06741 -3.03013
H -0.88340 -2.72583 -3.84538
H -2.06304 -1.95657 -6.68864
H -3.05173 -3.40539 -6.72996
H -0.11258 -3.31584 -5.86521
H -0.75423 -3.98918 -7.36106
H -1.13959 -4.74646 -5.80398
```

Its LUMO energy is 0.5904 eV. The SMILES is CCNBCSCC.CCOCC.CCOCC.CCOCC.CCOCC. As for the total energy: -1611.19201 hartree.


Entry 2:
Here is a molecular structure, C21H54F3N3NbO at a distorted geometry from the OMol25 dataset. Energies are from ωB97M-V/def2-TZVPD.

```
83
C21H54F3N3NbO (ωB97M-V/def2-TZVPD)
O -1.84222 1.82475 0.61305
C -1.57382 0.57424 -0.11213
C -2.84103 -0.45699 -0.22592
Nb -4.79576 0.28428 0.67159
C -0.22401 -0.15689 0.53452
F 0.98370 0.63600 0.14511
F -0.39746 -0.12311 2.01111
F -0.01489 -1.52447 -0.01413
H -2.37737 2.47697 0.06679
H -1.25303 0.89521 -1.21614
H -2.56884 -1.53155 0.18516
H -3.04064 -0.61252 -1.39224
H -4.90267 1.69407 -0.47674
H -3.99403 1.25258 1.97150
H -4.77293 -1.13668 1.84867
H -5.74769 -0.79439 -0.44652
H -6.40653 0.82171 1.37443
C -3.29649 -1.52222 8.63312
C -3.08918 -1.61524 7.12386
N -1.98321 -0.79159 6.63026
C -1.97951 -0.63583 5.17247
C -1.76419 -1.88994 4.33098
C -0.67316 -1.03152 7.23572
C -0.10364 -2.44473 7.15845
H -3.41055 -0.48168 8.95441
H -4.20534 -2.06233 8.91812
H -2.46480 -1.96908 9.18743
H -4.02148 -1.27288 6.65710
H -2.96742 -2.66751 6.84522
H -1.23006 0.11304 4.88766
H -2.93956 -0.19318 4.87669
H -0.72605 -2.22260 4.36108
H -1.99596 -1.67039 3.28284
H -2.40869 -2.71631 4.64119
H -0.72821 -0.74927 8.29515
H 0.06086 -0.33320 6.81432
H -0.83859 -3.21008 7.42267
H 0.73100 -2.54245 7.86027
H 0.29064 -2.66792 6.16509
C -0.73270 6.47189 -4.56754
C -0.23097 5.37147 -3.63649
N -0.77887 4.04785 -3.94155
C -0.55058 3.06465 -2.87823
C 0.89402 2.68255 -2.57097
C -0.56876 3.55511 -5.30295
C 0.86763 3.45129 -5.80643
H -1.82696 6.49902 -4.59598
H -0.38253 7.44722 -4.21388
H -0.36048 6.34310 -5.58906
H -0.53600 5.65568 -2.62138
H 0.86431 5.36929 -3.64536
H -1.11787 2.15166 -3.09787
H -0.99907 3.45394 -1.95496
H 1.31381 2.03769 -3.34377
H 0.93044 2.11746 -1.63296
H 1.54008 3.55585 -2.45076
H -1.11986 4.20761 -5.99261
H -1.05375 2.57780 -5.41992
H 1.45758 4.34469 -5.58390
H 0.86669 3.32751 -6.89427
H 1.38024 2.58205 -5.38966
C 4.84532 -4.82739 -1.73802
C 3.90281 -3.62836 -1.67881
N 4.46688 -2.40768 -2.25931
C 3.70409 -1.20007 -1.92874
C 2.27635 -1.10252 -2.45724
C 4.92275 -2.49782 -3.64654
C 3.90973 -2.93674 -4.69945
H 5.81505 -4.59226 -1.28717
H 4.41370 -5.66797 -1.18477
H 5.01154 -5.16523 -2.76607
H 3.68841 -3.44954 -0.61753
H 2.95151 -3.89948 -2.14918
H 4.26286 -0.31469 -2.25657
H 3.66448 -1.11324 -0.83511
H 2.25575 -0.89840 -3.52832
H 1.76159 -0.26917 -1.96624
H 1.69537 -2.00678 -2.25908
H 5.76979 -3.19509 -3.68447
H 5.35674 -1.53830 -3.95475
H 3.32886 -3.80902 -4.38729
H 4.43399 -3.21065 -5.62078
H 3.21883 -2.13128 -4.95622
```

Its LUMO energy is 2.3774 eV. As for the total energy: -1428.24762 hartree. The charge is -1.


HOMO-LUMO gap (computed, hartree): 0.3244; 0.2816